# C39H41N8O5W

A structure of composition C39H41N8O5W in a non-equilibrium geometry (ωB97M-V/def2-TZVPD, the Open Molecules 2025 dataset).

Geometry as XYZ:
```
94
Properties=species:S:1:pos:R:3
W -0.62 -1.44 0.12
N -1.03 -0.09 -4.09
C -1.32 -0.51 -2.87
N -0.43 -0.97 -2.02
C 0.87 -1.20 -2.49
N 1.62 -2.02 -1.84
N 0.90 -2.53 -0.77
C 1.14 -3.75 -0.40
C 0.31 -4.26 0.67
C 0.41 -5.55 1.17
C -0.45 -5.94 2.19
C -1.39 -5.03 2.65
C -1.44 -3.76 2.11
N -0.60 -3.36 1.15
C 1.29 -0.59 -3.74
C 2.62 -0.59 -4.18
C 2.92 -0.03 -5.40
C 1.92 0.51 -6.21
C 0.60 0.51 -5.80
C 0.30 -0.04 -4.56
H -1.77 0.22 -4.69
H -2.37 -0.45 -2.58
H 1.89 -4.35 -0.91
H 1.15 -6.23 0.76
H -0.40 -6.94 2.60
H -2.09 -5.30 3.43
H -2.17 -3.04 2.45
H 3.38 -1.02 -3.55
H 3.95 -0.02 -5.75
H 2.17 0.93 -7.17
H -0.18 0.92 -6.42
C 0.76 5.14 -1.85
C 0.29 4.99 -0.40
C -1.00 5.80 -0.19
C 1.37 5.52 0.55
C 0.02 3.52 -0.18
C -1.12 2.90 -0.71
C -1.30 1.54 -0.57
N -0.44 0.74 0.09
C 0.62 1.34 0.68
C 0.88 2.69 0.54
C 1.44 0.44 1.50
C 2.42 0.88 2.36
C 3.15 0.00 3.15
C 2.82 -1.35 3.01
C 1.82 -1.74 2.15
N 1.12 -0.88 1.38
C 4.24 0.50 4.08
C 3.67 1.60 4.99
C 5.36 1.09 3.20
C 4.81 -0.62 4.95
H 0.97 6.19 -2.06
H 0.00 4.81 -2.56
H 1.68 4.58 -2.04
H -0.77 6.86 -0.25
H -1.45 5.61 0.79
H -1.75 5.60 -0.96
H 1.49 6.59 0.39
H 2.34 5.06 0.35
H 1.11 5.37 1.59
H -1.87 3.47 -1.24
H -2.20 1.07 -0.95
H 1.76 3.11 1.01
H 2.62 1.94 2.42
H 3.33 -2.11 3.58
H 1.58 -2.79 2.06
H 3.30 2.46 4.43
H 4.45 1.95 5.65
H 2.86 1.22 5.62
H 5.01 1.94 2.62
H 5.76 0.34 2.52
H 6.17 1.43 3.84
H 4.04 -1.10 5.55
H 5.55 -0.20 5.63
H 5.32 -1.38 4.35
O -1.42 -0.78 2.26
H -2.31 -0.39 2.28
H -0.99 -0.63 3.11
O -2.10 -2.71 -0.89
C -3.05 -1.91 -0.63
O -2.68 -0.89 0.07
C -4.41 -2.06 -1.11
C -4.83 -3.26 -1.70
C -6.13 -3.37 -2.16
C -7.01 -2.30 -2.06
C -6.56 -1.12 -1.49
C -5.28 -0.97 -1.01
N -7.47 0.04 -1.41
O -8.62 -0.14 -1.71
O -6.95 1.12 -1.17
H -4.14 -4.09 -1.78
H -6.47 -4.30 -2.60
H -8.03 -2.36 -2.41
H -4.98 -0.04 -0.55
```

Calculated values
Frontier orbital gap (spin up / spin down)   6.24 / 6.36 eV
Net charge   +3
Multiplicity   1
LUMO (spin up / spin down)   -9.685 / -9.737 eV
E_HOMO (spin up / spin down)   -15.9 / -16.1 eV

=====

# C39H42AsCl3N5OPtSi3

A structure of composition C39H42AsCl3N5OPtSi3 in a non-equilibrium geometry (ωB97M-V/def2-TZVPD, the Open Molecules 2025 dataset).

Geometry as XYZ:
```
95
Properties=species:S:1:pos:R:3
Pt 12.57 -11.49 17.20
C 15.26 -22.12 24.76
O 13.94 -22.00 24.31
C 13.55 -20.83 23.66
C 13.54 -20.86 22.27
C 13.44 -19.63 21.63
C 13.19 -18.45 22.29
C 13.18 -18.46 23.73
C 13.25 -19.66 24.37
C 12.98 -17.27 21.52
N 13.07 -17.27 20.20
C 12.84 -15.99 19.79
C 12.62 -15.13 20.90
N 12.65 -15.98 21.99
C 12.31 -13.76 20.75
C 12.13 -12.86 21.82
C 12.03 -11.49 21.55
C 12.31 -11.09 20.23
N 12.43 -11.94 19.21
C 12.49 -13.30 19.45
C 12.77 -14.14 18.31
N 12.85 -13.58 17.07
C 13.03 -14.36 16.03
C 13.01 -15.77 16.07
C 12.85 -16.34 17.27
C 12.83 -15.54 18.45
H 15.42 -23.19 25.03
H 15.53 -21.56 25.60
H 15.96 -21.98 23.94
H 13.65 -21.85 21.76
H 13.59 -19.52 20.57
H 13.09 -17.45 24.19
H 12.96 -19.70 25.42
H 12.92 -15.64 22.91
H 12.13 -13.22 22.83
H 11.75 -10.81 22.36
H 12.21 -10.04 19.91
H 13.21 -13.80 15.05
H 13.22 -16.39 15.22
H 12.82 -17.43 17.41
Cl 15.81 -11.40 15.78
Si 14.93 -11.32 17.72
Cl 16.09 -12.83 18.70
Cl 15.44 -9.57 18.70
N 12.22 -11.67 15.33
C 11.28 -11.86 14.51
C 11.65 -12.24 13.11
C 10.77 -12.77 12.12
C 11.26 -13.08 10.83
C 12.58 -12.94 10.48
C 13.50 -12.48 11.46
C 13.02 -12.13 12.73
C 9.78 -11.83 14.87
C 9.25 -12.85 15.62
C 7.88 -12.80 15.95
C 7.06 -11.86 15.34
C 7.66 -10.85 14.61
C 9.00 -10.90 14.24
H 9.71 -12.96 12.38
H 10.49 -13.55 10.16
H 12.84 -13.34 9.54
H 14.58 -12.59 11.28
H 13.74 -11.69 13.49
H 9.82 -13.74 15.97
H 7.55 -13.53 16.63
H 5.97 -11.93 15.35
H 7.09 -10.02 14.18
H 9.46 -10.16 13.52
C 9.80 -6.44 18.13
Si 10.86 -7.94 18.63
C 9.58 -9.11 19.36
C 12.19 -7.46 19.87
As 11.69 -9.26 16.75
Si 13.05 -7.56 15.59
C 13.79 -8.26 14.02
C 12.10 -5.99 15.13
C 14.38 -6.80 16.67
H 9.48 -5.96 19.03
H 8.91 -6.79 17.62
H 10.36 -5.65 17.55
H 8.82 -8.38 19.75
H 9.93 -9.84 20.17
H 9.13 -9.66 18.49
H 12.71 -6.54 19.72
H 12.92 -8.26 19.85
H 11.69 -7.39 20.84
H 13.06 -8.73 13.37
H 14.58 -9.02 14.34
H 14.28 -7.59 13.32
H 11.88 -5.32 15.93
H 11.08 -6.13 14.66
H 12.70 -5.52 14.39
H 15.40 -7.15 16.40
H 14.19 -6.95 17.69
H 14.31 -5.71 16.53
```

Calculated values
Frontier orbital gap (spin up / spin down)   4.30 / 6.17 eV
Net charge   -1
<S²>   2.032
Multiplicity   3
LUMO (spin up / spin down)   1.933 / 1.994 eV
E_HOMO (spin up / spin down)   -2.4 / -4.2 eV

=====

# C39H42BBr2CdN13OS2

A structure of composition C39H42BBr2CdN13OS2 in a non-equilibrium geometry (ωB97M-V/def2-TZVPD, the Open Molecules 2025 dataset).

Geometry as XYZ:
```
101
Properties=species:S:1:pos:R:3
Cd 0.00 0.05 -1.01
C 3.98 1.74 0.12
C 2.91 1.77 1.15
C 3.09 1.99 2.52
C 1.82 1.95 3.06
C 1.47 2.14 4.49
N 0.95 1.71 2.05
N 1.62 1.59 0.89
B -0.58 1.83 2.12
N -1.12 2.68 0.96
N -0.93 2.42 -0.35
C -1.47 3.41 -1.04
C -1.46 3.52 -2.53
C -2.03 4.34 -0.17
C -1.79 3.84 1.10
C -2.19 4.47 2.39
N -1.30 0.46 2.21
N -1.48 -0.36 1.16
C -2.26 -1.36 1.56
C -2.73 -2.49 0.71
C -2.58 -1.18 2.91
C -1.95 -0.01 3.29
C -2.01 0.62 4.64
H 4.95 1.85 0.58
H 3.82 2.53 -0.61
H 3.94 0.79 -0.42
H 4.01 2.17 3.04
H 2.33 2.56 5.01
H 1.22 1.19 4.96
H 0.62 2.80 4.61
H -0.83 2.42 3.12
H -1.58 2.54 -2.99
H -0.51 3.93 -2.87
H -2.26 4.18 -2.85
H -2.56 5.24 -0.41
H -2.73 5.39 2.18
H -1.31 4.70 2.98
H -2.83 3.80 2.96
H -1.98 -2.71 -0.05
H -3.66 -2.23 0.21
H -2.90 -3.37 1.32
H -3.19 -1.82 3.53
H -2.78 0.12 5.22
H -2.25 1.68 4.56
H -1.05 0.53 5.15
C -3.99 1.19 -0.83
C -3.94 -0.02 -1.71
C -5.10 -0.44 -2.38
C -5.04 -1.52 -3.22
C -3.82 -2.21 -3.37
C -3.64 -3.33 -4.19
Br -5.09 -3.98 -5.27
C -2.46 -4.02 -4.23
C -1.42 -3.62 -3.41
Br 0.16 -4.67 -3.36
C -1.46 -2.50 -2.54
O -0.52 -2.25 -1.75
C -2.71 -1.75 -2.59
N -2.80 -0.66 -1.81
H -4.93 1.22 -0.27
H -3.93 2.09 -1.44
H -3.16 1.19 -0.15
H -6.03 0.09 -2.24
H -5.91 -1.86 -3.75
H -2.34 -4.87 -4.88
S 2.38 -0.44 -1.86
C 2.51 0.88 -2.96
C 3.77 1.42 -3.20
C 3.96 2.50 -4.05
C 5.24 3.03 -4.20
N 6.31 3.46 -4.29
C 2.84 3.05 -4.73
C 1.58 2.49 -4.53
C 1.39 1.41 -3.67
S -0.17 0.68 -3.56
C 3.01 4.10 -5.65
N 3.12 4.93 -6.43
H 4.62 0.98 -2.70
H 0.73 2.88 -5.07
C 2.40 -1.69 2.10
N 3.03 -2.77 2.88
C 3.83 -3.56 1.95
N 3.05 -4.12 0.86
C 2.43 -3.00 0.14
N 1.59 -2.20 1.02
C 0.57 -3.07 1.58
N 1.14 -4.19 2.33
C 1.97 -3.62 3.39
C 1.99 -4.94 1.42
H 3.19 -1.05 1.70
H 1.78 -1.09 2.78
H 4.30 -4.39 2.51
H 4.61 -2.92 1.53
H 1.82 -3.39 -0.68
H 3.22 -2.37 -0.28
H -0.03 -3.47 0.76
H -0.07 -2.49 2.25
H 2.42 -4.44 3.97
H 1.33 -3.03 4.05
H 1.37 -5.32 0.60
H 2.44 -5.78 1.96
```

Calculated values
Frontier orbital gap   5.88 eV
Net charge   -2
Multiplicity   1
LUMO   3.767 eV
E_HOMO   -2.1 eV